Entry 1:
This record from the Open Molecules 2025 dataset describes a molecular structure, C15H35N4O9PPm at a distorted geometry. The level of theory is ωB97M-V/def2-TZVPD.

LUMO (alpha / beta)   -5.7 / -5.7 eV
<S²>   6.286

Geometry as ORCA input:
```
! RIJCOSX wB97M-V def2-TZVPD def2/J DEFGRID3
* xyz 1 5
O -1.0202 0.3933 -3.1302
H -2.7875 -0.4788 -3.0906
Pm 1.2316 0.1789 -0.0841
N 1.9206 -2.1095 -0.0314
N -0.5319 -1.8237 -0.1695
N 0.7981 2.7553 0.0846
N -0.9193 1.1730 1.0046
O 2.8927 -1.5319 -0.6845
O 1.6384 3.4927 -0.6200
O -1.8282 0.3163 1.5689
O -1.8116 -1.6617 -0.0086
C -0.1172 -3.0879 -0.4703
C 1.2956 -3.2131 -0.5356
C -0.1071 3.3905 0.8276
C -1.0811 2.4724 1.3459
C 1.9994 -4.4150 -1.0516
H 1.5338 -4.7770 -1.9811
H 1.9615 -5.2460 -0.3295
H 3.0502 -4.1645 -1.2348
C -1.0298 -4.2490 -0.6894
H -0.9486 -4.6564 -1.7113
H -2.0698 -3.9693 -0.4905
H -0.7671 -5.0744 -0.0080
C -0.1727 4.8484 1.1182
C -2.2019 2.9313 2.2289
H 0.6542 5.3455 0.6206
H -0.0996 5.0351 2.1963
H -1.1206 5.2760 0.7721
H -2.9807 2.1586 2.3239
H -2.6721 3.8532 1.8461
H -1.8569 3.1753 3.2513
H 2.1146 2.4093 -1.2761
H -1.8346 -0.4874 0.9109
C -2.0383 -0.1752 -3.8505
H -1.6185 -1.0328 -4.4072
H -2.3040 0.7700 -4.5355
H -2.8977 0.1226 -4.7914
O 2.3219 1.2796 -1.4666
H -0.4237 0.9176 -3.7167
H 2.8439 1.2223 -2.2772
C 4.0258 -2.6584 4.8755
C 2.9602 -2.4896 3.8225
O 2.3514 -1.1761 4.0272
P 1.2243 -0.6353 2.9766
O 0.3352 0.4226 3.8317
C 0.8357 1.5152 4.6310
C -0.2620 1.8757 5.5934
O 2.2191 0.4768 2.0270
C 3.3344 1.4135 2.4499
C 4.3932 1.3388 1.3667
H 4.8319 -1.9310 4.7268
H 4.4458 -3.6623 4.7827
H 3.6015 -2.5345 5.8788
H 3.3737 -2.5309 2.8051
H 2.1747 -3.2522 3.9149
H 1.7515 1.1783 5.1367
H 1.0840 2.3502 3.9598
H -0.4815 1.0202 6.2432
H 0.0700 2.7169 6.2055
H -1.1685 2.1550 5.0447
H 2.8635 2.4063 2.5186
H 3.6673 1.0953 3.4507
H 4.5773 0.2991 1.0421
H 5.3179 1.7645 1.7736
H 4.1148 1.9602 0.4995
*
```

Entry 2:
This record from the Open Molecules 2025 dataset describes 8 unconnected molecules or ions with the total composition C47H102F3N10O8Si at a distorted geometry. The level of theory is ωB97M-V/def2-TZVPD.

LUMO   -3.7 eV

Geometry as ORCA input:
```
! RIJCOSX wB97M-V def2-TZVPD def2/J DEFGRID3
* xyz 1 1
C -5.1517 -0.8568 5.2148
C -5.7003 -0.0657 3.8562
C -6.7454 -0.9880 2.9694
C -6.0846 -2.4071 2.4589
C -4.6998 -2.0962 1.6030
C -4.3567 -3.2148 0.4546
C -4.6516 -2.6688 -1.0894
C -3.4094 -3.0162 -2.1259
C -3.1394 -1.7802 -3.1773
C -1.5120 -1.5055 -3.3158
C -1.3239 0.1225 -3.4325
C -1.6530 0.8707 -1.9743
C -0.2667 0.7890 -1.1050
C -0.4616 0.8528 0.5243
C -1.2642 -0.5049 0.9651
F -0.7615 -1.7526 0.2833
N -1.3819 -0.6395 2.4661
C -0.0494 -0.3258 3.1692
N 0.3058 -1.2337 4.1746
Si 1.7670 -1.1154 5.2110
C 1.5797 0.0927 6.7265
C 2.0076 -2.8924 6.0157
C 3.4122 -0.7416 4.2886
N 0.8111 0.8786 2.8640
C 0.4171 2.0944 3.6789
C -1.0779 2.6900 3.3535
O -1.0955 3.9394 2.5774
C -2.3922 4.6236 2.6972
C -3.6494 3.8666 1.9631
C 0.8967 1.1786 1.3770
F 1.1866 2.6428 1.1376
C 2.2529 0.3921 0.8187
C 3.5895 1.1509 1.4790
F 2.2225 -1.0662 1.0704
H -6.0574 -1.2966 5.8349
H -4.3660 -1.7037 4.9143
H -4.5423 -0.0572 5.8317
H -6.2943 0.8802 4.2582
H -4.7965 0.3451 3.2048
H -7.1067 -0.3084 2.0708
H -7.6908 -1.2724 3.6234
H -6.8823 -2.9696 1.8103
H -5.8727 -3.0610 3.4347
H -4.6976 -1.0419 1.0808
H -3.8298 -2.0729 2.4027
H -4.9479 -4.2127 0.6649
H -3.2028 -3.4992 0.5289
H -5.6209 -3.2407 -1.4806
H -4.8181 -1.5064 -1.0735
H -3.7188 -3.9523 -2.7917
H -2.4104 -3.2915 -1.5349
H -3.7586 -0.8238 -2.9016
H -3.5035 -2.0989 -4.2664
H -1.0326 -1.9990 -4.2704
H -0.8926 -1.9310 -2.3894
H -0.1598 0.3098 -3.6065
H -1.9110 0.6176 -4.3310
H -1.8695 1.9884 -2.2423
H -2.5868 0.3701 -1.4779
H 0.3341 -0.1759 -1.4468
H 0.3911 1.7228 -1.4257
H -1.2091 1.7614 0.7273
H -2.3799 -0.3766 0.5595
H -1.6924 -1.6271 2.7075
H -0.3499 -2.0485 4.3739
H 1.9709 -0.4196 7.7172
H 2.3121 1.0140 6.5364
H 0.4947 0.5221 6.8130
H 0.9619 -3.4245 6.1394
H 2.5150 -2.7126 7.0737
H 2.7249 -3.4984 5.2779
H 3.6354 0.4294 4.2187
H 4.2883 -1.1667 4.9792
H 3.5283 -1.2920 3.2593
H 0.3805 1.7295 4.8149
H 1.2414 2.9581 3.6757
H -1.8059 1.9419 2.8235
H -1.5768 2.9343 4.4091
H -2.2742 5.6806 2.1558
H -2.7133 4.8704 3.8057
H -4.6094 4.5526 2.1448
H -3.9237 2.8163 2.4182
H -3.4974 3.7524 0.7873
H 2.4015 0.5220 -0.3568
H 3.3251 1.8162 2.4056
H 4.3417 0.2801 1.7694
H 4.1473 1.7594 0.6182
C -4.7799 2.5826 -2.0974
C -5.3952 3.8938 -1.6905
O -5.3264 4.3200 -0.5391
N -6.0453 4.6155 -2.6470
C -6.2289 4.2824 -4.0398
H -4.2966 2.1193 -1.2330
H -5.5548 1.9049 -2.4646
H -4.0234 2.7491 -2.8685
H -6.4340 5.4857 -2.3025
H -5.7817 5.0775 -4.6409
H -7.3021 4.2395 -4.2399
H -5.7727 3.3279 -4.3045
C -10.0874 4.9183 -6.9295
C -9.1140 3.8036 -6.6587
O -7.8968 3.9722 -6.7031
N -9.6218 2.5752 -6.3561
C -11.0088 2.1869 -6.2572
H -9.5402 5.8373 -7.1564
H -10.7124 4.6668 -7.7902
H -10.7078 5.0943 -6.0472
H -8.9099 1.8742 -6.1860
H -11.1846 1.8099 -5.2470
H -11.1891 1.3855 -6.9775
H -11.6896 3.0147 -6.4585
C 3.5822 -2.7701 -4.8518
C 2.8863 -1.6270 -4.1643
O 2.3144 -0.7368 -4.7907
N 2.9039 -1.5988 -2.8015
C 3.5180 -2.5455 -1.9010
H 3.4861 -2.6608 -5.9354
H 4.6451 -2.7672 -4.5970
H 3.1230 -3.7173 -4.5577
H 2.4167 -0.8022 -2.4073
H 2.7384 -2.9525 -1.2529
H 4.2495 -2.0092 -1.2918
H 4.0139 -3.3615 -2.4277
C 7.3899 -4.2657 0.8566
C 6.1045 -4.9145 0.4203
O 5.8657 -5.1661 -0.7594
N 5.1899 -5.2243 1.3824
C 5.2901 -5.0080 2.8063
H 8.0211 -4.0767 -0.0160
H 7.1789 -3.3104 1.3440
H 7.9301 -4.9288 1.5369
H 4.3499 -5.6580 1.0169
H 5.2035 -5.9768 3.3038
H 4.4576 -4.3701 3.1122
H 6.2313 -4.5370 3.0918
C -1.7294 -6.0884 4.6633
C -2.4377 -4.7624 4.7203
O -1.9273 -3.7285 4.2930
N -3.6856 -4.7309 5.2681
C -4.4428 -5.8305 5.8176
H -0.7462 -5.9606 4.2022
H -1.5887 -6.4800 5.6740
H -2.3057 -6.7934 4.0589
H -4.1017 -3.8068 5.2733
H -5.3779 -5.9118 5.2585
H -4.6662 -5.6006 6.8620
H -3.9042 -6.7772 5.7623
C 8.2302 3.7014 -2.9211
C 8.3018 2.9451 -1.6224
O 9.3641 2.7553 -1.0330
N 7.1375 2.4641 -1.1015
C 5.8047 2.5856 -1.6431
H 9.2329 4.0239 -3.2145
H 7.8310 3.0555 -3.7073
H 7.6028 4.5883 -2.8021
H 7.2609 1.9664 -0.2274
H 5.1844 3.1011 -0.9061
H 5.4110 1.5793 -1.8048
H 5.7847 3.1377 -2.5832
C 12.5541 2.5647 -3.7556
C 11.9623 3.8414 -4.2877
O 10.8654 4.2578 -3.9198
N 12.6845 4.5425 -5.2071
C 13.9793 4.2163 -5.7562
H 11.8683 2.1149 -3.0325
H 12.7081 1.8558 -4.5731
H 13.5003 2.7744 -3.2504
H 12.2256 5.3899 -5.5208
H 14.6620 5.0379 -5.5268
H 13.8755 4.1259 -6.8400
H 14.3822 3.2870 -5.3521
*
```

Entry 3:
This record from the Open Molecules 2025 dataset describes a molecular structure, C4H9NO7SZn at a distorted geometry. The level of theory is ωB97M-V/def2-TZVPD.

LUMO   4.7 eV
Relative energy (zero: lowest compared OMol25 entry of this formula, charge and spin)   41.1 kcal/mol

Geometry as ORCA input:
```
! RIJCOSX wB97M-V def2-TZVPD def2/J DEFGRID3
* xyz -2 1
Zn 0.8360 -0.1476 -0.6504
S 2.8729 1.4673 -0.7965
O 2.6206 0.1786 -0.1521
O 3.3314 2.4707 0.1340
O 3.8131 1.2367 -1.8898
O 1.5558 1.6021 -1.2959
O -0.2344 -0.5423 -2.4135
C -0.3808 -1.9704 -2.2506
C -0.2669 -2.6615 -0.8238
O 0.7695 -2.1228 0.0290
H 0.4688 -2.4025 -2.7795
H -1.2571 -2.3281 -2.7912
H -0.1776 -3.7449 -0.9040
H -1.2489 -2.6150 -0.3530
O -0.3699 0.8288 0.5834
C -1.0705 1.3293 1.4272
N -1.2803 2.6437 1.5058
C -1.6948 0.3271 2.3991
H -2.0585 2.9481 2.0733
H -0.7200 3.3081 0.9913
H -2.2374 0.8049 3.2149
H -0.9036 -0.2583 2.8674
H -2.3673 -0.3520 1.8749
*
```

Entry 4:
This record from the Open Molecules 2025 dataset describes a molecular structure, C3H8N2OS at a distorted geometry. The level of theory is ωB97M-V/def2-TZVPD.

LUMO   0.9 eV
Relative energy (zero: lowest compared OMol25 entry of this formula, charge and spin)   97.9 kcal/mol

Geometry as ORCA input:
```
! RIJCOSX wB97M-V def2-TZVPD def2/J DEFGRID3
* xyz 0 1
C -1.3047 0.8758 -0.0897
C -1.4967 -0.3741 -0.8519
C 0.2855 1.2103 -0.2327
N 3.5972 -1.5783 0.3016
N 2.4386 -1.5504 0.6565
O -0.6209 -0.3935 -1.9405
S 0.8610 -0.0801 -1.3423
H -1.8457 1.7121 -0.4672
H -1.4051 0.8602 0.9995
H -1.2685 -1.2154 -0.1908
H -2.5614 -0.4460 -1.2028
H 0.5953 2.1097 -0.7260
H 0.6656 1.2959 0.7936
H 3.8970 -2.4659 -0.1716
H 2.1292 -0.6752 1.1841
*
```

Entry 5:
This record from the Open Molecules 2025 dataset describes C8H6BrF3IN in the gas phase at a distorted geometry. The level of theory is ωB97M-V/def2-TZVPD.

LUMO   -0.3 eV
SMILES string   N[C@@](I)(c1ccc(Br)cc1)C(F)(F)F

Geometry as ORCA input:
```
! RIJCOSX wB97M-V def2-TZVPD def2/J DEFGRID3
* xyz 0 1
N -1.8752 -1.3784 1.1084
C -1.4459 -0.3215 0.3121
I -2.8342 1.4642 0.6945
C -0.0385 0.1775 0.2162
C 0.4370 1.3201 -0.4858
C 1.7449 1.6838 -0.5053
C 2.6891 0.7564 -0.0124
Br 4.5752 1.1938 0.0290
C 2.3047 -0.3876 0.6729
C 0.9307 -0.6176 0.8576
C -1.9159 -0.7205 -1.3222
F -0.9944 -1.6445 -1.6734
F -1.8566 0.3095 -2.2262
F -3.1147 -1.2394 -1.4149
H -1.4100 -1.2223 1.9890
H -2.8721 -1.5298 1.1069
H -0.1697 2.0892 -0.9103
H 1.9419 2.5924 -0.9761
H 3.1218 -1.0385 1.0779
H 0.7819 -1.4867 1.4619
*
```